The following is a DFT calculation (ωB97M-V with the def2-TZVPD basis set) of one molecule with the formula C13H19N3O5S2.

The geometry in XYZ format:
```
42
Properties=species:S:1:pos:R:3
C 3.8413 0.1306 -5.8095
C 2.6313 0.8972 -5.2961
O 2.0673 0.2778 -4.1403
C 2.6769 0.5582 -2.9682
O 3.5977 1.3312 -2.8466
N 2.1503 -0.1507 -1.9382
C 0.9578 -0.9634 -2.0211
C -0.1732 -0.2963 -1.2328
N 0.2605 -0.0451 0.1286
C -0.3785 -0.6438 1.1463
O -1.2909 -1.4359 0.9744
C 0.0594 -0.3315 2.5819
N -1.0736 -0.5757 3.4545
S -2.0559 0.8025 3.4089
O -2.2879 1.2119 2.0531
O -1.4678 1.7610 4.2923
C -3.5508 0.1824 4.1065
C -4.6189 -0.3333 3.4376
C -5.6249 -0.7873 4.3156
C -5.2875 -0.6086 5.6221
S -3.7404 0.1195 5.8096
C 1.4326 0.7957 0.1985
C 2.5748 0.1326 -0.5868
H 4.2039 0.5923 -6.7233
H 4.6331 0.1524 -5.0649
H 3.5744 -0.9036 -6.0138
H 2.9144 1.9248 -5.0468
H 1.8242 0.9004 -6.0318
H 0.6767 -1.0866 -3.0650
H 1.1755 -1.9453 -1.5854
H -1.0515 -0.9409 -1.1910
H -0.4405 0.6571 -1.6999
H 0.8856 -0.9875 2.8745
H 0.3422 0.7113 2.7202
H -1.5984 -1.3564 3.0604
H -4.6644 -0.3697 2.3650
H -6.5511 -1.2233 3.9886
H -5.8643 -0.8614 6.4895
H 1.7432 0.9552 1.2279
H 1.1989 1.7653 -0.2561
H 3.4404 0.7945 -0.6374
H 2.8582 -0.8076 -0.1008
```

Its spin multiplicity is 1. As for the energy above the lowest of the compared OMol25 structures with the same formula, charge and spin: 20.4 kcal per mole. As for the charge: 0. For the HOMO energy, the calculation gives -9.12 eV. The calculation puts the strongest force on any atom at 0.90 eV Å⁻¹. The calculation puts the LUMO energy at 0.5 eV. The SMILES is CCOC(=O)N1CCN(C(=O)CNS(=O)(=O)c2cccs2)CC1. As for the orbital gap: 9.60 eV.

***

The following is a DFT calculation (ωB97M-V with the def2-TZVPD basis set) of one molecule with the formula C4H5NO2.

The geometry in XYZ format:
```
12
Properties=species:S:1:pos:R:3
C 1.0308 -0.7660 -0.3457
N -0.0722 0.1598 -0.1215
C -0.5286 1.1785 -0.9565
O 0.0992 1.6283 -1.8587
C -1.6473 1.7999 -0.2218
C -2.6975 1.8474 0.5066
O -2.8674 2.7752 -0.4668
H 1.9252 -0.4609 0.1967
H 0.7009 -1.7732 0.0703
H 1.4414 -0.6165 -1.3783
H -0.8028 -0.1923 0.5335
H -3.1864 1.5923 1.3148
```

Its spin multiplicity is 1. As for the energy above the lowest of the compared OMol25 structures with the same formula, charge and spin: 115.7 kcal per mole. As for the charge: 0. For the HOMO energy, the calculation gives -8.59 eV. The calculation puts the strongest force on any atom at 4.82 eV Å⁻¹. The calculation puts the LUMO energy at 0.3 eV. The SMILES is CNC(=O)C1=CO1. As for the orbital gap: 8.91 eV.

***

The following is a DFT calculation (ωB97M-V with the def2-TZVPD basis set) of C40H44BrKN4O10P2S4 as an isolated structure.

The geometry in XYZ format:
```
106
Properties=species:S:1:pos:R:3
K -0.1061 1.2294 0.1746
O -3.5947 0.5112 -1.5313
S -4.9732 -0.2150 -1.0331
C -3.7436 1.5781 -2.4772
C -4.0672 2.9124 -1.8178
C -2.9507 3.4736 -0.9448
C -1.7013 3.8858 -1.7146
S -1.1254 6.0293 -0.3437
O -0.7137 4.5177 -0.8903
C -1.5054 5.9720 1.3861
C -2.6829 6.5664 1.8219
C -2.9554 6.6360 3.1802
C -2.0474 6.1242 4.0916
C -0.8630 5.5523 3.6486
C -0.5859 5.4619 2.2943
C -5.2691 0.5417 0.5396
C -4.2188 1.0102 1.3208
C -4.4765 1.5587 2.5685
C -5.7795 1.6124 3.0478
C -6.8245 1.1320 2.2686
C -6.5782 0.6062 1.0089
H -4.5341 1.3315 -3.1935
H -2.7997 1.6055 -3.0213
H -4.9557 2.7822 -1.1945
H -4.3184 3.6290 -2.6081
H -2.6733 2.7429 -0.1810
H -3.3301 4.3582 -0.4279
H -1.9529 4.5757 -2.5317
H -1.1954 3.0155 -2.1419
H -3.3873 6.9655 1.1012
H -3.8808 7.0868 3.5195
H -2.2672 6.1428 5.1509
H -0.1535 5.1616 4.3618
H 0.3260 4.9871 1.9498
H -3.1953 0.9391 0.9760
H -3.6380 1.9115 3.1602
H -5.9788 2.0097 4.0357
H -7.8439 1.1830 2.6343
H -7.3924 0.2352 0.3968
S 0.7801 -0.7159 -2.4971
C 0.5391 -2.3418 -2.3059
N 1.0199 -3.2732 -3.2804
C 1.2627 -4.6041 -2.7893
C 0.0123 -5.0992 -2.1006
N -0.3700 -4.1909 -1.0446
C -1.0715 -4.7977 0.0710
C -0.1166 -5.5386 0.9696
C -0.2333 -6.9044 1.1991
C 0.6860 -7.5695 2.0009
C 1.7343 -6.8715 2.5791
C 1.8499 -5.5025 2.3659
C 0.9326 -4.8409 1.5671
C -0.2416 -2.8291 -1.1965
S -0.9162 -1.8009 -0.0431
C 1.9679 -2.8311 -4.2970
C 3.4176 -2.9958 -3.8932
C 3.9868 -2.1757 -2.9187
C 5.2929 -2.3768 -2.4979
C 6.0525 -3.4014 -3.0472
C 5.4973 -4.2244 -4.0157
C 4.1896 -4.0198 -4.4340
H 2.1099 -4.6539 -2.0858
H 1.4929 -5.2524 -3.6397
H 0.2021 -6.0807 -1.6583
H -0.7967 -5.1961 -2.8375
H -1.8529 -5.4671 -0.3061
H -1.5406 -3.9781 0.6167
H -1.0518 -7.4547 0.7469
H 0.5814 -8.6346 2.1719
H 2.4569 -7.3902 3.1975
H 2.6558 -4.9477 2.8296
H 1.0160 -3.7718 1.4026
H 1.7526 -1.7866 -4.5119
H 1.7737 -3.4209 -5.2004
H 3.3977 -1.3737 -2.4956
H 5.7177 -1.7317 -1.7379
H 7.0753 -3.5547 -2.7249
H 6.0795 -5.0347 -4.4397
H 3.7579 -4.6652 -5.1923
O 1.2944 -0.0319 2.2383
P 1.5185 1.5331 2.6474
O 2.7459 1.6461 3.4821
O 1.4086 2.3849 1.4286
O 0.2291 1.7801 3.6293
P -1.3199 1.5275 3.1603
O -1.3697 -0.1210 3.2090
O -2.2218 2.0306 4.2229
O -1.4973 1.8851 1.7259
H 0.3281 -0.0995 2.2559
H -1.6034 -0.3465 4.1192
N 5.2355 1.3515 2.0696
C 5.4095 1.3715 0.7437
O 6.4322 0.9814 0.1832
C 4.2785 1.9770 -0.0498
C 4.2566 3.3375 -0.3214
C 3.2488 3.8511 -1.1232
C 2.3105 2.9763 -1.6464
N 2.3170 1.6750 -1.3935
C 3.2664 1.1986 -0.6002
H 5.9481 0.8991 2.6188
H 4.3285 1.5293 2.5407
H 5.0223 3.9860 0.0872
H 3.2042 4.9085 -1.3486
H 1.5364 3.3264 -2.3217
H 3.2286 0.1302 -0.4002
Br -0.7020 0.2527 -4.2682
```

Its spin multiplicity is 1. As for the energy above the lowest of the compared OMol25 structures with the same formula, charge and spin: 63.2 kcal per mole. As for the charge: -2. For the HOMO energy, the calculation gives -2.09 eV. The calculation puts the strongest force on any atom at 3.95 eV Å⁻¹. The calculation puts the LUMO energy at 3.8 eV. As for the orbital gap: 5.93 eV.

***

The following is a DFT calculation (ωB97M-V with the def2-TZVPD basis set) of C21H33CuN3O7SSi as an isolated structure.

The geometry in XYZ format:
```
67
Properties=species:S:1:pos:R:3
Cu 0.4133 0.6308 -1.0094
C 0.9898 5.0611 3.7866
C 0.1387 3.7971 3.8261
C 0.5622 2.9191 5.0035
C -1.3379 4.1670 3.9631
O 0.3493 3.1511 2.5764
Si 0.1659 1.5849 2.1082
O 0.3343 1.5316 0.5374
O 1.2950 0.7645 2.9842
C 1.6311 -0.6135 3.0816
C 2.9350 -0.6617 3.8724
C 0.5336 -1.3646 3.8332
C 1.8409 -1.2317 1.7008
O -1.2862 0.9999 2.6612
C -2.5427 0.8643 2.0023
C -3.5787 0.6937 3.1092
C -2.8679 2.0985 1.1604
C -2.5231 -0.3844 1.1233
H 0.8628 5.6420 4.7030
H 0.6990 5.6746 2.9318
H 2.0431 4.7958 3.6764
H 0.4568 3.4781 5.9358
H 1.5985 2.6007 4.8870
H -0.0638 2.0251 5.0553
H -1.5100 4.7260 4.8858
H -1.9425 3.2591 3.9836
H -1.6479 4.7807 3.1147
H 2.7907 -0.1983 4.8506
H 3.7098 -0.1078 3.3386
H 3.2676 -1.6926 4.0132
H 0.3710 -0.9047 4.8101
H 0.8152 -2.4107 3.9723
H -0.4043 -1.3175 3.2779
H 2.5712 -0.6478 1.1366
H 0.9025 -1.2340 1.1409
H 2.1959 -2.2595 1.7968
H -3.6066 1.5848 3.7398
H -3.3152 -0.1624 3.7334
H -4.5731 0.5321 2.6866
H -2.8922 2.9889 1.7908
H -3.8412 1.9804 0.6791
H -2.1031 2.2388 0.3941
H -2.2970 -1.2674 1.7245
H -1.7588 -0.2834 0.3510
H -3.4925 -0.5267 0.6410
O 2.3180 -6.3686 -8.3511
S 1.4377 -6.1540 -7.2230
O 2.0762 -6.2280 -5.9250
O 0.1389 -6.8006 -7.3104
C 0.9502 -4.4015 -7.3788
N 0.6640 -3.9488 -8.6061
C 0.3026 -2.6800 -8.6975
C 0.2213 -1.8363 -7.5978
C 0.5173 -2.4063 -6.3721
N 0.8739 -3.6815 -6.2664
C 0.4756 -1.6543 -5.0910
C 0.9846 -2.2426 -3.9365
C 0.9574 -1.5450 -2.7498
N 0.4538 -0.3048 -2.6385
C -0.0428 0.2600 -3.7493
C -0.0498 -0.3716 -4.9744
H 0.0586 -2.3186 -9.6922
H -0.0403 -0.7938 -7.7145
H 1.3930 -3.2433 -3.9937
H 1.3494 -1.9837 -1.8413
H -0.4487 1.2571 -3.6402
H -0.4794 0.1439 -5.8218
```

Its spin multiplicity is 1. As for the charge: -1. For the HOMO energy, the calculation gives -5.67 eV. The calculation puts the strongest force on any atom at 0.37 eV Å⁻¹. The calculation puts the LUMO energy at 1.3 eV. As for the orbital gap: 6.95 eV.

***

The following is a DFT calculation (ωB97M-V with the def2-TZVPD basis set) of C14H11MoN9O5SSe as an isolated structure.

The geometry in XYZ format:
```
42
Properties=species:S:1:pos:R:3
Mo -1.4062 -0.2214 1.2506
N -4.7543 0.3315 0.8293
C -4.3497 -0.9832 0.7487
N -5.0583 -2.0673 0.6447
N -4.2020 -3.0763 0.7062
N -3.0203 -2.6909 0.8390
N -3.0019 -1.3409 0.8609
C -3.7736 1.2457 0.8305
N -3.5901 2.3513 1.5709
N -2.3431 2.6063 1.5788
N -1.6913 1.7755 0.8048
N -2.5760 0.9370 0.2425
H -5.7217 0.5396 1.0731
O -2.8163 -2.1660 3.6284
Se -1.5150 -1.3877 3.6739
O -0.6306 -1.1421 4.8771
O -0.6211 -1.6202 2.2270
O -1.9545 0.1999 2.8482
O -0.4905 -0.6255 -0.1862
S 0.3964 -0.8169 -1.5032
C 0.8125 0.8984 -1.8339
C 1.1417 1.7580 -0.7929
C 1.5988 3.0280 -1.1017
C 1.7595 3.4054 -2.4317
C 1.4133 2.5418 -3.4581
C 0.9234 1.2785 -3.1657
C 2.0074 -1.2576 -0.8217
C 2.2205 -1.4764 0.5273
C 3.5089 -1.7745 0.9512
C 4.5469 -1.8531 0.0338
C 4.3090 -1.6453 -1.3167
C 3.0296 -1.3531 -1.7565
H 1.0633 1.4415 0.2506
H 1.8553 3.7152 -0.3107
H 2.1622 4.3795 -2.6639
H 1.5303 2.8390 -4.4890
H 0.6498 0.5955 -3.9534
H 1.4063 -1.4321 1.2519
H 3.7014 -1.9484 1.9988
H 5.5431 -2.0941 0.3709
H 5.1139 -1.7066 -2.0318
H 2.8230 -1.1879 -2.8020
```

Its spin multiplicity is 1. As for the energy above the lowest of the compared OMol25 structures with the same formula, charge and spin: 86.3 kcal per mole. As for the charge: +2. For the HOMO energy, the calculation gives -15.90 eV. The calculation puts the strongest force on any atom at 3.81 eV Å⁻¹. The calculation puts the LUMO energy at -10.2 eV. As for the orbital gap: 5.68 eV.

***

The following is a DFT calculation (ωB97M-V with the def2-TZVPD basis set) of C4H4O2 as an isolated structure.

The geometry in XYZ format:
```
10
Properties=species:S:1:pos:R:3
O 1.3070 -0.1344 -0.7168
C 0.1877 -0.6725 -1.0978
C -1.4520 0.0201 -0.0802
O -2.5433 -0.0388 -0.5425
C -0.7646 0.5153 1.0339
C 0.4410 0.8061 1.3062
H 1.2005 0.2137 0.4365
H 0.1166 -1.7651 -0.9481
H -0.2189 -0.3156 -2.0539
H 1.0126 1.3490 2.0355
```

Its spin multiplicity is 1. As for the energy above the lowest of the compared OMol25 structures with the same formula, charge and spin: 96.6 kcal per mole. As for the charge: 0. For the HOMO energy, the calculation gives -9.51 eV. The calculation puts the strongest force on any atom at 1.26 eV Å⁻¹. The calculation puts the LUMO energy at -0.3 eV. As for the orbital gap: 9.20 eV.